[1]
Entry from the OMol25 dataset: a structure of composition C11H28BN8NiO2P at a distorted geometry (ωB97M-V with the def2-TZVPD basis set).

For the HOMO-LUMO gap (spin up / spin down), the calculation gives 7.561 / 7.686 eV. As for the expectation value of S²: 2.01.

```
! RIJCOSX wB97M-V def2-TZVPD def2/J DEFGRID3
* xyz 2 3
Ni -0.6019 1.2631 -0.5649
N -1.6518 2.1485 0.9046
C -3.0952 2.2005 0.7858
C -3.7705 0.8619 0.5578
C -3.2440 -0.0891 -0.4950
N -1.7789 -0.2612 -0.4022
H -1.3913 1.5270 1.6896
H -1.2817 3.0522 1.1827
H -3.3347 2.8489 -0.0611
H -3.5537 2.7170 1.6358
H -4.8331 1.0953 0.2966
H -3.7661 0.3040 1.5175
H -3.4885 0.2661 -1.5172
H -3.6577 -1.1108 -0.4174
H -1.4325 -0.8568 -1.1486
H -1.6297 -0.7741 0.4758
B 0.7381 3.3833 -2.6375
N 0.6774 1.8638 -3.0317
C 1.6131 1.3309 -3.8383
C 1.6204 -0.0422 -3.6831
C 0.7472 -0.3328 -2.6121
N 0.1538 0.8510 -2.2444
N 1.4766 3.2719 -1.2497
C 2.6276 3.7335 -0.7056
C 2.7855 3.1997 0.6028
C 1.5944 2.4506 0.8184
N 0.8514 2.4410 -0.3283
H -0.2910 3.9629 -2.6210
H 1.4739 4.0630 -3.3725
H 2.1208 2.0515 -4.4790
H 2.2296 -0.7625 -4.1915
H 0.5287 -1.3256 -2.2080
H 3.1099 4.5673 -1.1852
H 3.6710 3.2814 1.1901
H 1.2980 1.9264 1.7214
N 0.1652 -5.2551 1.1478
C -0.2882 -4.4078 2.2445
P -0.0878 -2.6322 1.6737
O 0.4017 -2.6871 0.2284
O -1.3178 -1.8415 2.0039
C 1.4034 -2.0018 2.5527
N 2.4949 -1.8297 1.5454
H 0.4741 -4.6587 0.3364
H -0.5737 -5.8880 0.7546
H 0.9927 -5.7851 1.4330
H 0.1335 -4.7053 3.2067
H -1.4150 -4.4939 2.3393
H 1.7453 -2.5429 3.4669
H 1.1629 -0.9709 2.9021
H 2.5922 -0.8644 1.2428
H 2.2181 -2.3212 0.6937
H 3.3838 -2.2222 1.8438
*
```

***

[2]
Entry from the OMol25 dataset: a structure of composition C19H18FeO4 at a distorted geometry (ωB97M-V with the def2-TZVPD basis set).

For the HOMO-LUMO gap (spin up / spin down), the calculation gives 2.739 / 6.632 eV. As for the expectation value of S²: 6.14.

```
! RIJCOSX wB97M-V def2-TZVPD def2/J DEFGRID3
* xyz -2 5
O 2.5533 -1.7463 0.4833
C 1.8146 -0.9012 0.7692
Fe 0.5899 0.3997 1.1988
C 1.9215 1.4807 1.8082
O 2.8237 2.0754 2.2276
C 0.4302 -0.1886 2.8454
O 0.5902 -0.4823 3.9577
C -0.8864 -0.7660 0.5507
C -2.1690 -0.4594 1.2843
C -2.2963 1.0625 1.4597
C -0.9137 1.6587 1.6160
C -0.2403 2.1019 0.4366
C -0.2684 1.2933 -0.7236
C -0.5331 -0.0689 -0.6420
H -0.6090 -1.8307 0.6177
H -3.0309 -0.8891 0.7443
H -2.1355 -0.9458 2.2734
H -2.7692 1.4840 0.5596
H -2.9518 1.3036 2.3092
H -0.7646 2.2172 2.5524
H 0.2463 3.0805 0.4148
H 0.1253 1.7083 -1.6536
H -0.3683 -0.6991 -1.5216
C -0.1641 -4.4698 -1.4146
C -1.5774 -3.9488 -1.2368
C -2.2822 -4.4565 -0.0990
C -3.6727 -4.3101 0.1437
C -4.5729 -3.7064 -0.7881
C -5.9328 -3.6251 -0.5118
C -6.4467 -4.1151 0.6984
C -5.5772 -4.7030 1.6326
C -4.2203 -4.8086 1.3656
O -2.0338 -3.1034 -2.0367
H -0.0441 -5.4697 -0.9788
H 0.0763 -4.5018 -2.4808
H 0.5440 -3.7848 -0.9278
H -1.7003 -5.0487 0.6122
H -4.1586 -3.3094 -1.7137
H -6.5965 -3.1747 -1.2507
H -7.5155 -4.0407 0.9086
H -5.9689 -5.0850 2.5768
H -3.5296 -5.2782 2.0731
*
```

***

[3]
Entry from the OMol25 dataset: the ion C2H5IN3O with charge +1 at a distorted geometry (ωB97M-V with the def2-TZVPD basis set).

For the HOMO-LUMO gap, the calculation gives 9.247 eV. For the energy relative to the best compared isomer or geometry (same formula, charge and spin), the calculation gives 73.6 kJ/mol. Its SMILES is NNC(=O)/[NH+]=C/I.

```
! RIJCOSX wB97M-V def2-TZVPD def2/J DEFGRID3
* xyz 1 1
N -0.3817 0.7176 -1.1033
N -1.1693 0.0903 -0.0516
C -0.7801 -0.6053 0.9860
O -1.3656 -1.1237 1.8592
N 0.6742 -0.7273 0.8909
C 1.3265 -0.4079 -0.1467
I 2.8045 1.0260 -0.1870
H -0.4182 1.7057 -0.8968
H -0.8600 0.4436 -1.9622
H -2.2229 0.2774 -0.1602
H 0.9715 -0.4138 1.8333
H 1.4211 -0.9825 -1.0614
*
```

***

[4]
Entry from the OMol25 dataset: a structure of composition C4H11N2Se at a distorted geometry (ωB97M-V with the def2-TZVPD basis set).

For the HOMO-LUMO gap (spin up / spin down), the calculation gives 5.278 / 6.244 eV. As for the expectation value of S²: 2.02. For the energy relative to the best compared isomer or geometry (same formula, charge and spin), the calculation gives 0.0 kJ/mol.

```
! RIJCOSX wB97M-V def2-TZVPD def2/J DEFGRID3
* xyz 1 3
C -0.9626 1.2232 0.9716
C -0.8415 -0.5151 -1.2263
C 0.8422 0.5016 0.3476
C 0.4876 -0.7643 -0.4654
N 1.4541 1.5533 -0.3230
N 0.0577 -1.8584 0.4637
Se -2.1529 -0.1324 0.4176
H -0.9084 1.4835 2.0678
H -0.8675 2.1572 0.3690
H -0.9990 0.4235 -1.9074
H -1.2654 -1.3136 -1.7389
H 1.2028 0.1006 1.2931
H 1.1722 -0.8784 -1.2671
H 1.9923 2.2340 0.1448
H 0.8910 1.8933 -1.0957
H 0.0568 -2.6364 -0.1689
H -0.9165 -1.5834 0.9232
H 0.7571 -1.8883 1.1944
*
```

***

[5]
Entry from the OMol25 dataset: the molecule C3H4F2 at a distorted geometry (ωB97M-V with the def2-TZVPD basis set).

For the HOMO-LUMO gap, the calculation gives 10.473 eV. For the energy relative to the best compared isomer or geometry (same formula, charge and spin), the calculation gives 244.5 kJ/mol. Its SMILES is F/C=C\CF.

```
! RIJCOSX wB97M-V def2-TZVPD def2/J DEFGRID3
* xyz 0 1
F -1.0388 1.8259 -0.6959
C -1.3149 0.7496 -0.0923
C -0.3497 -0.2440 0.3051
C 1.1597 -0.4360 -0.0823
F 1.2648 -1.0537 -1.4811
H -2.1849 0.5362 0.5753
H -0.7728 -1.1719 0.7478
H 1.5813 -0.9620 0.8706
H 1.6553 0.7559 -0.1471
*
```

***

[6]
Entry from the OMol25 dataset: the molecule C9H12N2S2 at a distorted geometry (ωB97M-V with the def2-TZVPD basis set).

For the HOMO-LUMO gap, the calculation gives 8.319 eV. For the energy relative to the best compared isomer or geometry (same formula, charge and spin), the calculation gives 726.2 kJ/mol.

```
! RIJCOSX wB97M-V def2-TZVPD def2/J DEFGRID3
* xyz 0 1
C -0.8874 -0.4116 0.5899
C -2.1514 0.0621 0.2890
C -1.4167 0.7566 1.3473
C 0.8797 -1.3299 2.0561
C -1.2262 1.5402 -2.3322
C -0.0113 2.2398 -1.9301
C -0.1316 -1.6235 1.0440
C 0.6380 -1.5739 -0.3243
C -0.0614 -0.2584 -0.7404
N 2.0123 -0.7581 1.4557
N 2.0513 -1.3259 0.1530
S -0.9235 -0.2468 -2.2586
S 0.9873 1.2796 -0.6891
H -1.5212 0.5377 2.3172
H -1.2324 1.8281 1.2937
H 0.4699 -0.6929 2.7634
H 1.1124 -2.2294 2.5312
H -1.9855 1.6751 -1.6539
H -1.6461 1.7836 -3.3767
H 0.6676 2.2880 -2.7430
H -0.1160 3.2205 -1.4963
H -0.7053 -2.5246 1.2490
H 0.6029 -2.2068 -1.1269
H 2.1385 0.1969 1.2067
H 2.4560 -2.2264 0.3754
*
```

***

Repeat the first record exactly.
Entry from the OMol25 dataset: a structure of composition C11H28BN8NiO2P at a distorted geometry (ωB97M-V with the def2-TZVPD basis set).

For the HOMO-LUMO gap (spin up / spin down), the calculation gives 7.561 / 7.686 eV. As for the expectation value of S²: 2.01.

```
! RIJCOSX wB97M-V def2-TZVPD def2/J DEFGRID3
* xyz 2 3
Ni -0.6019 1.2631 -0.5649
N -1.6518 2.1485 0.9046
C -3.0952 2.2005 0.7858
C -3.7705 0.8619 0.5578
C -3.2440 -0.0891 -0.4950
N -1.7789 -0.2612 -0.4022
H -1.3913 1.5270 1.6896
H -1.2817 3.0522 1.1827
H -3.3347 2.8489 -0.0611
H -3.5537 2.7170 1.6358
H -4.8331 1.0953 0.2966
H -3.7661 0.3040 1.5175
H -3.4885 0.2661 -1.5172
H -3.6577 -1.1108 -0.4174
H -1.4325 -0.8568 -1.1486
H -1.6297 -0.7741 0.4758
B 0.7381 3.3833 -2.6375
N 0.6774 1.8638 -3.0317
C 1.6131 1.3309 -3.8383
C 1.6204 -0.0422 -3.6831
C 0.7472 -0.3328 -2.6121
N 0.1538 0.8510 -2.2444
N 1.4766 3.2719 -1.2497
C 2.6276 3.7335 -0.7056
C 2.7855 3.1997 0.6028
C 1.5944 2.4506 0.8184
N 0.8514 2.4410 -0.3283
H -0.2910 3.9629 -2.6210
H 1.4739 4.0630 -3.3725
H 2.1208 2.0515 -4.4790
H 2.2296 -0.7625 -4.1915
H 0.5287 -1.3256 -2.2080
H 3.1099 4.5673 -1.1852
H 3.6710 3.2814 1.1901
H 1.2980 1.9264 1.7214
N 0.1652 -5.2551 1.1478
C -0.2882 -4.4078 2.2445
P -0.0878 -2.6322 1.6737
O 0.4017 -2.6871 0.2284
O -1.3178 -1.8415 2.0039
C 1.4034 -2.0018 2.5527
N 2.4949 -1.8297 1.5454
H 0.4741 -4.6587 0.3364
H -0.5737 -5.8880 0.7546
H 0.9927 -5.7851 1.4330
H 0.1335 -4.7053 3.2067
H -1.4150 -4.4939 2.3393
H 1.7453 -2.5429 3.4669
H 1.1629 -0.9709 2.9021
H 2.5922 -0.8644 1.2428
H 2.2181 -2.3212 0.6937
H 3.3838 -2.2222 1.8438
*
```